1.
# C38H29ClCrN9O2PS2

C38H29ClCrN9O2PS2 as an isolated structure (ωB97M-V with the def2-TZVPD basis set, OMol25).

Computed properties:
Multiplicity: 4
HOMO-LUMO gap (spin up / spin down) in eV: 7.0599 / 7.1394
E_LUMO (spin up / spin down) in eV: -3.273 / -3.278
Total charge: +1
E_HOMO (spin up / spin down) in hartree: -0.3797 / -0.3828

Atoms and positions in Å:
Cr: -0.4892 1.1524 0.0647
Cl: -1.5693 2.5845 7.0658
C: -1.5674 2.4843 5.3454
C: -1.8309 3.6356 4.5825
C: -1.8026 3.5824 3.2146
C: -1.4843 2.3856 2.5318
O: -1.4110 2.3756 1.2426
C: -1.2694 1.2171 3.3089
C: -1.0299 -0.0480 2.7293
N: -0.8033 -0.3505 1.4743
C: -0.6910 -1.7586 1.2548
C: -0.1962 -2.6030 2.2258
C: -0.2474 -3.9973 2.0914
C: -0.7865 -4.5729 0.9778
C: -1.2201 -3.7562 -0.0849
C: -1.7128 -4.2831 -1.2991
C: -2.1416 -3.4320 -2.2764
C: -2.0532 -2.0497 -2.0459
N: -1.5646 -1.5269 -0.9503
C: -1.1593 -2.3424 0.0397
C: -1.3271 1.2959 4.7196
H: -2.0555 4.5634 5.0909
H: -1.9883 4.4622 2.6135
H: -1.0948 -0.8729 3.4357
H: 0.2617 -2.1873 3.1138
H: 0.1382 -4.6163 2.8901
H: -0.8740 -5.6482 0.8890
H: -1.7387 -5.3570 -1.4372
H: -2.5407 -3.7989 -3.2113
H: -2.3924 -1.3503 -2.8042
H: -1.1543 0.4017 5.3057
N: 1.8547 3.6078 -0.9883
C: 0.6952 3.5502 -1.6536
N: -0.2620 2.6763 -1.4067
C: -1.3307 2.8473 -2.2769
C: -1.1692 3.8088 -3.2093
S: 0.3592 4.5833 -3.0080
C: -2.5138 2.0691 -1.9706
C: -3.7404 2.1350 -2.5342
S: -4.8524 1.1633 -1.6422
C: -3.5744 0.7367 -0.5427
N: -2.4135 1.2437 -0.8669
N: -3.8032 -0.0649 0.5093
H: 1.8658 3.0757 -0.1237
H: 2.4015 4.4508 -1.0300
H: -1.8500 4.1235 -3.9807
H: -4.0567 2.7060 -3.3894
H: -4.7424 -0.3356 0.7372
H: -3.0769 -0.1843 1.1945
O: 1.2249 1.6144 1.0170
N: 1.5395 1.7622 2.2851
C: 1.6054 2.9581 2.7614
C: 1.3501 4.1359 1.9816
N: 1.1794 5.0071 1.2520
C: 1.9464 3.1199 4.1406
N: 2.2148 3.2900 5.2440
C: 3.0175 0.7936 -1.3698
P: 1.4636 -0.1512 -1.0744
C: 2.2223 -1.4818 -0.0656
C: 2.9057 -1.1099 1.0943
C: 3.5393 -2.0619 1.8757
C: 3.5103 -3.3989 1.5058
C: 2.8319 -3.7761 0.3583
C: 2.1749 -2.8289 -0.4131
C: 1.2866 -0.8294 -2.7652
C: 2.1383 -1.7831 -3.3199
C: 1.9253 -2.2391 -4.6118
C: 0.8921 -1.7206 -5.3790
C: 0.0817 -0.7242 -4.8575
C: 0.2798 -0.2834 -3.5584
H: 3.7685 0.0831 -1.7124
H: 3.3612 1.2603 -0.4503
H: 2.8546 1.5512 -2.1321
H: 2.9419 -0.0758 1.4002
H: 4.0683 -1.7546 2.7684
H: 4.0093 -4.1402 2.1159
H: 2.8135 -4.8155 0.0566
H: 1.6220 -3.1481 -1.2851
H: 2.9789 -2.1643 -2.7555
H: 2.5722 -3.0016 -5.0255
H: 0.7339 -2.0792 -6.3873
H: -0.7085 -0.2959 -5.4612
H: -0.3403 0.5061 -3.1485

Force components x, y, z for each atom (eV/Å):
Cr 0.0 0.5 0.8
Cl 0.0 0.0 0.2
C 0.0 -0.1 -0.1
C 0.0 -0.1 0.0
C 0.0 0.0 -0.2
C 0.1 -0.2 0.5
O 0.1 0.0 -0.6
C -0.1 0.5 0.0
C 0.0 0.0 -0.2
N -0.2 -0.1 0.4
C 0.1 -0.7 0.0
C 0.1 0.3 -0.2
C 0.0 -0.2 0.0
C 0.1 -0.1 0.1
C 0.1 0.2 0.0
C 0.0 0.1 0.0
C 0.0 -0.2 0.0
C 0.1 0.2 0.0
N -0.1 0.4 -0.2
C 0.0 -0.2 0.2
C 0.0 -0.1 0.1
H 0.0 0.0 0.0
H 0.0 0.0 0.0
H 0.0 0.1 -0.1
H 0.1 -0.1 0.0
H 0.0 0.0 0.0
H 0.1 0.0 0.0
H 0.0 0.0 0.0
H 0.0 0.0 0.0
H 0.0 0.0 0.0
H 0.0 0.0 0.0
N -0.2 -0.2 -0.4
C 0.2 0.2 -0.3
N 0.1 -0.2 0.3
C 0.1 0.3 -0.2
C 0.0 -0.2 0.1
S 0.0 -0.1 0.2
C -0.4 0.0 -0.2
C 0.2 -0.1 0.0
S 0.2 0.0 0.1
C -0.3 -0.2 -0.1
N 0.5 -0.2 0.0
N 0.0 0.1 -0.1
H 0.1 0.1 -0.1
H 0.0 0.0 0.1
H -0.1 0.0 0.0
H 0.0 0.0 0.0
H 0.0 0.0 0.1
H 0.0 0.0 0.0
O 0.1 0.7 -0.6
N -0.3 -0.5 0.6
C 0.0 0.0 -0.2
C -0.1 0.1 -0.3
N -0.1 0.2 0.4
C 0.1 0.0 0.3
N 0.0 0.0 0.0
C -0.2 0.1 0.1
P 0.6 -0.4 -0.6
C -0.3 0.0 0.1
C 0.0 0.0 0.0
C 0.0 0.0 0.0
C 0.0 0.0 0.0
C 0.0 -0.1 0.0
C -0.1 0.0 0.1
C -0.3 0.1 0.1
C 0.0 0.1 -0.1
C 0.1 0.0 0.0
C 0.0 0.0 0.0
C -0.1 0.1 -0.1
C 0.0 0.0 0.1
H 0.0 0.0 0.0
H 0.0 0.0 0.0
H 0.0 0.0 0.0
H 0.0 0.0 0.0
H 0.0 0.0 0.0
H 0.0 0.0 0.0
H 0.0 0.0 0.0
H 0.0 0.0 0.0
H 0.0 0.0 0.0
H 0.0 0.0 0.0
H 0.0 0.0 0.0
H 0.0 0.0 0.0
H -0.1 -0.1 0.0

***

2.
# C38H29N4O2PPdS5

C38H29N4O2PPdS5 as an isolated structure (ωB97M-V with the def2-TZVPD basis set, OMol25).

Computed properties:
Multiplicity: 2
HOMO-LUMO gap (spin up / spin down) in eV: 6.8651 / 4.2595
E_LUMO (spin up / spin down) in eV: -3.333 / -5.689
Total charge: +1
E_HOMO (spin up / spin down) in hartree: -0.3748 / -0.3656

Atoms and positions in Å:
Pd: -0.4492 0.0224 -0.2829
S: 1.5636 0.4864 -1.5816
C: 0.9584 2.0181 -1.1639
N: -0.2527 2.0376 -0.6601
C: -0.6486 3.3140 -0.2703
C: -1.8571 3.6838 0.3106
C: -2.0545 5.0106 0.6414
C: -1.0741 5.9717 0.3860
C: 0.1242 5.6167 -0.2049
C: 0.3321 4.2811 -0.5233
S: 1.7452 3.5555 -1.2447
H: -2.6144 2.9385 0.4950
H: -2.9872 5.3117 1.0994
H: -1.2577 7.0062 0.6403
H: 0.8803 6.3607 -0.4152
S: -7.8563 0.4293 1.0040
C: -6.3227 0.3822 0.4650
S: -5.0656 1.4149 1.1018
C: -3.8731 0.2272 0.6914
N: -4.3755 -0.7674 -0.0570
N: -5.6665 -0.6323 -0.2578
C: -6.2730 -1.5452 -1.1902
C: -7.5604 -1.3189 -1.6647
C: -8.1224 -2.2283 -2.5434
C: -7.4021 -3.3356 -2.9660
C: -6.1049 -3.5285 -2.5106
C: -5.5297 -2.6416 -1.6186
S: -2.3121 0.3609 1.2693
H: -8.1166 -0.4430 -1.3793
H: -9.1288 -2.0620 -2.9009
H: -7.8458 -4.0404 -3.6552
H: -5.5331 -4.3819 -2.8459
H: -4.5288 -2.8068 -1.2471
O: 0.9698 0.3606 1.6822
N: 1.3450 1.5129 2.1387
C: 2.6550 1.8467 2.0565
C: 3.1055 3.0575 2.5326
C: 2.2105 3.9566 3.0934
C: 0.8753 3.5969 3.1694
C: 0.4616 2.3715 2.6905
H: 3.2723 1.0871 1.6031
H: 4.1597 3.2827 2.4582
H: 2.5478 4.9112 3.4703
H: 0.1374 4.2545 3.6058
H: -0.5582 2.0204 2.7215
O: -0.3218 -2.0253 0.1393
P: -0.5390 -2.9492 -1.0617
C: -0.9626 -1.9039 -2.4523
C: -1.9997 -0.9994 -2.1807
C: -2.2757 0.0127 -3.0860
C: -1.5101 0.1436 -4.2393
C: -0.5113 -0.7756 -4.5215
C: -0.2388 -1.8071 -3.6314
C: -1.8995 -4.0700 -0.7550
C: -2.3829 -4.9209 -1.7491
C: -3.3752 -5.8363 -1.4448
C: -3.8907 -5.8981 -0.1540
C: -3.4286 -5.0369 0.8283
C: -2.4266 -4.1218 0.5322
C: 0.9214 -3.9051 -1.4558
C: 2.1014 -3.2044 -1.7197
C: 3.2580 -3.8884 -2.0455
C: 3.2496 -5.2767 -2.0993
C: 2.0904 -5.9792 -1.8122
C: 0.9260 -5.2970 -1.4906
H: -2.6776 -1.1990 -1.3656
H: -3.1073 0.6837 -2.9041
H: -1.7111 0.9506 -4.9312
H: 0.0687 -0.6835 -5.4294
H: 0.5485 -2.5167 -3.8507
H: -1.9802 -4.8722 -2.7546
H: -3.7436 -6.5078 -2.2094
H: -4.6573 -6.6235 0.0838
H: -3.8395 -5.0826 1.8278
H: -2.0427 -3.4505 1.2902
H: 2.1152 -2.1240 -1.6590
H: 4.1658 -3.3409 -2.2595
H: 4.1544 -5.8113 -2.3559
H: 2.0898 -7.0604 -1.8382
H: 0.0277 -5.8538 -1.2610

Force components x, y, z for each atom (eV/Å):
Pd 0.0 0.6 0.4
S -0.1 -0.3 0.1
C 0.1 0.1 -0.2
N 0.0 -0.2 -0.1
C 0.1 -0.1 0.1
C 0.0 0.0 -0.1
C 0.0 0.0 0.0
C 0.0 0.0 0.0
C 0.0 0.0 0.0
C 0.0 0.0 0.0
S -0.1 0.0 0.0
H 0.0 0.0 0.0
H 0.0 0.0 0.0
H 0.0 0.0 0.0
H 0.0 0.0 0.0
S -0.1 0.1 -0.4
C 0.2 -0.3 0.7
S -0.2 0.0 0.1
C 0.1 0.0 -0.1
N 0.3 0.5 0.0
N -0.2 -0.1 -0.3
C -0.1 0.0 0.2
C 0.0 0.0 -0.1
C 0.0 0.0 -0.1
C 0.0 0.0 0.0
C 0.0 0.0 0.0
C -0.1 -0.1 0.1
S 0.1 -0.3 0.0
H 0.0 0.0 0.0
H 0.0 0.0 0.0
H 0.0 0.0 0.0
H 0.0 0.0 0.0
H 0.0 0.0 0.0
O -0.1 0.1 0.5
N 0.2 -0.2 -0.1
C 0.0 0.1 0.1
C 0.0 0.0 0.0
C 0.0 0.0 0.0
C 0.0 0.0 0.0
C 0.0 0.1 0.0
H 0.0 0.0 0.0
H 0.0 0.0 0.0
H 0.0 0.0 0.0
H 0.0 0.0 0.0
H 0.0 0.0 0.0
O -0.1 0.0 -0.5
P 0.2 0.1 0.1
C -0.1 -0.1 -0.1
C -0.3 -0.4 -0.8
C -0.1 0.0 0.0
C 0.0 0.0 0.0
C 0.0 0.0 0.0
C 0.1 0.0 0.0
C 0.0 0.0 0.2
C 0.0 0.1 0.0
C 0.0 0.0 0.0
C 0.0 0.0 0.0
C 0.0 0.0 0.0
C 0.0 0.0 0.0
C 0.0 0.0 0.0
C 0.0 0.0 0.0
C 0.0 0.0 0.0
C 0.0 0.0 0.0
C 0.0 0.0 0.0
C 0.0 0.0 0.0
H 0.1 0.2 0.2
H 0.1 0.0 0.0
H 0.0 0.0 0.0
H 0.0 0.0 0.0
H 0.0 0.0 0.0
H 0.0 0.0 0.0
H 0.0 0.0 0.0
H 0.0 0.0 0.0
H 0.0 0.0 0.0
H 0.0 0.0 0.0
H 0.0 0.0 0.0
H 0.0 0.0 0.0
H 0.0 0.0 0.0
H 0.0 0.0 0.0
H 0.0 0.0 0.0

***

For the records above, the corresponding relative energy (zero: lowest compared OMol25 entry of this formula, charge and spin) values read 18.8 25.2 kcal per mole.